(1)
Below is a 7-piece molecular cluster, C54H116N6O7 overall in a non-equilibrium geometry, with properties calculated with ωB97M-V with the def2-TZVPD basis set.

Geometry as XYZ:
```
183
Properties=species:S:1:pos:R:3:lowdin_charge:R:1
C 3.978 -0.438 3.457 -0.04
C 2.571 -0.849 3.945 -0.49
C 1.662 -0.845 2.702 -0.02
C 2.710 -2.293 4.507 -0.12
C 3.375 -2.281 5.879 -0.18
C 2.617 -1.358 6.824 -0.15
C 2.537 0.090 6.352 -0.52
C 1.476 0.773 7.235 -0.04
C 3.890 0.808 6.508 -0.02
N 2.081 0.072 4.956 -0.11
O 1.893 1.381 4.481 -0.02
H 4.030 0.656 3.413 0.08
H 4.796 -0.659 4.148 0.07
H 4.279 -0.824 2.481 0.08
H 0.628 -1.000 3.027 0.09
H 1.694 0.126 2.212 0.05
H 1.942 -1.657 2.033 0.07
H 1.691 -2.672 4.628 0.12
H 3.288 -2.936 3.845 0.12
H 3.208 -3.265 6.332 0.11
H 4.449 -2.107 5.900 0.10
H 3.180 -1.291 7.763 0.12
H 1.637 -1.750 7.098 0.12
H 0.455 0.452 7.037 0.08
H 1.560 1.844 7.016 0.08
H 1.668 0.720 8.308 0.08
H 4.693 0.114 6.257 0.07
H 3.969 0.972 7.587 0.08
H 4.006 1.723 5.938 0.08
H 0.937 1.498 4.450 0.08
C -2.552 -1.815 0.463 -0.03
C -3.958 -1.939 -0.028 -0.48
C -4.638 -0.569 -0.192 -0.02
C -4.022 -2.556 -1.438 -0.13
C -3.784 -4.049 -1.410 -0.20
C -4.725 -4.797 -0.494 -0.14
C -4.724 -4.220 0.960 -0.50
C -6.018 -4.748 1.578 -0.04
C -3.470 -4.786 1.627 -0.03
N -4.844 -2.760 0.854 -0.09
O -4.952 -2.161 2.124 -0.02
H -1.898 -2.687 0.382 0.06
H -1.951 -1.047 -0.044 0.07
H -2.368 -1.458 1.486 0.08
H -4.431 0.085 0.655 0.06
H -4.133 -0.053 -1.016 0.07
H -5.683 -0.685 -0.465 0.09
H -5.006 -2.381 -1.882 0.12
H -3.313 -2.175 -2.177 0.11
H -3.908 -4.502 -2.400 0.12
H -2.751 -4.257 -1.117 0.07
H -4.491 -5.866 -0.531 0.12
H -5.728 -4.816 -0.935 0.12
H -6.889 -4.400 1.028 0.09
H -6.042 -4.449 2.632 0.08
H -6.141 -5.830 1.689 0.08
H -2.545 -4.578 1.083 0.06
H -3.402 -5.871 1.734 0.09
H -3.317 -4.388 2.638 0.08
H -4.120 -2.362 2.594 0.09
C -2.822 6.092 2.231 -0.02
C -1.593 5.363 2.766 -0.50
C -0.275 6.166 2.590 -0.02
C -1.718 5.153 4.295 -0.13
C -2.580 3.932 4.687 -0.17
C -2.147 2.694 3.917 -0.15
C -2.212 2.863 2.411 -0.50
C -1.458 1.684 1.799 -0.05
C -3.691 2.738 1.936 -0.01
N -1.423 4.055 2.080 -0.09
O -1.380 4.249 0.669 -0.02
H -3.160 6.884 2.897 0.09
H -2.566 6.452 1.232 0.08
H -3.647 5.399 2.080 0.06
H 0.492 5.667 3.180 0.07
H 0.007 6.029 1.545 0.07
H -0.393 7.184 2.948 0.09
H -0.754 4.931 4.759 0.11
H -2.161 6.026 4.774 0.12
H -2.543 3.685 5.748 0.11
H -3.607 4.222 4.443 0.11
H -2.905 1.977 4.255 0.12
H -1.186 2.321 4.279 0.11
H -1.438 1.540 0.714 0.07
H -1.622 0.721 2.290 0.08
H -0.368 1.797 1.931 0.07
H -4.009 1.728 2.179 0.08
H -3.700 2.846 0.847 0.08
H -4.312 3.570 2.258 0.06
H -0.489 3.928 0.487 0.09
C -3.217 -0.304 -5.531 -0.03
C -1.830 0.227 -5.208 -0.49
C -0.864 -0.907 -4.913 -0.04
C -1.233 0.968 -6.425 -0.13
C -1.698 2.418 -6.527 -0.17
C -1.445 3.077 -5.172 -0.14
C -2.234 2.478 -3.992 -0.50
C -1.722 3.093 -2.697 -0.04
C -3.750 2.807 -4.125 0.00
N -1.894 1.062 -3.982 -0.12
O -2.300 0.373 -2.842 -0.02
H -3.955 0.486 -5.670 0.07
H -3.267 -0.949 -6.413 0.09
H -3.643 -0.892 -4.713 0.08
H -0.803 -1.634 -5.729 0.10
H 0.123 -0.503 -4.685 0.07
H -1.136 -1.572 -4.085 0.07
H -0.159 0.856 -6.567 0.11
H -1.738 0.462 -7.254 0.11
H -1.265 3.062 -7.294 0.11
H -2.756 2.359 -6.805 0.11
H -1.473 4.165 -5.089 0.12
H -0.397 2.859 -4.923 0.10
H -1.408 4.144 -2.734 0.09
H -0.739 2.683 -2.427 0.07
H -2.398 2.973 -1.854 0.07
H -4.161 3.013 -3.135 0.07
H -4.349 1.946 -4.422 0.06
H -3.928 3.621 -4.825 0.08
H -1.519 -0.065 -2.477 0.07
C 2.346 -4.521 0.695 -0.03
C 2.204 -5.379 -0.579 -0.51
C 2.831 -6.745 -0.305 -0.04
C 0.717 -5.628 -0.915 -0.13
C -0.016 -4.493 -1.607 -0.18
C 0.790 -4.010 -2.821 -0.13
C 2.227 -3.614 -2.434 -0.49
C 2.946 -3.350 -3.760 -0.03
C 2.091 -2.311 -1.618 -0.02
N 2.797 -4.777 -1.763 -0.10
O 4.207 -4.681 -1.682 -0.02
H 2.197 -5.165 1.571 0.08
H 3.338 -4.092 0.831 0.08
H 1.539 -3.793 0.800 0.07
H 2.819 -7.351 -1.215 0.09
H 3.869 -6.570 -0.007 0.08
H 2.373 -7.342 0.482 0.09
H 0.489 -6.584 -1.382 0.12
H 0.263 -5.668 0.086 0.12
H -0.904 -4.975 -2.025 0.10
H -0.312 -3.663 -0.970 0.09
H 0.270 -3.134 -3.227 0.10
H 0.750 -4.695 -3.673 0.12
H 3.955 -2.930 -3.648 0.08
H 2.374 -2.595 -4.297 0.08
H 3.230 -4.262 -4.288 0.09
H 2.047 -1.419 -2.230 0.05
H 2.952 -2.265 -0.942 0.09
H 1.259 -2.307 -0.914 0.06
H 4.541 -5.506 -2.051 0.10
C 2.343 1.489 -4.124 -0.04
C 3.190 2.360 -3.212 -0.49
C 4.647 2.455 -3.718 -0.03
C 2.620 3.785 -3.158 -0.12
C 3.227 4.682 -2.085 -0.17
C 2.996 4.012 -0.756 -0.15
C 3.493 2.564 -0.688 -0.49
C 5.012 2.553 -0.456 -0.03
C 2.860 1.958 0.583 -0.03
N 3.056 1.785 -1.842 -0.09
O 3.492 0.439 -1.790 -0.03
H 2.553 0.418 -4.217 0.08
H 1.286 1.526 -3.842 0.07
H 2.428 1.786 -5.175 0.09
H 4.621 2.526 -4.812 0.09
H 5.175 3.385 -3.516 0.08
H 5.220 1.557 -3.480 0.08
H 2.726 4.260 -4.136 0.13
H 1.555 3.695 -2.924 0.11
H 4.312 4.800 -2.199 0.11
H 2.901 5.723 -2.096 0.12
H 1.972 4.136 -0.375 0.11
H 3.479 4.536 0.078 0.12
H 5.365 3.360 0.195 0.09
H 5.629 2.717 -1.344 0.07
H 5.400 1.675 0.067 0.08
H 2.807 2.683 1.392 0.10
H 3.310 0.980 0.743 0.07
H 1.811 1.760 0.353 0.05
H 4.297 0.402 -2.334 0.09
O 0.214 0.160 -0.996 -0.05
H 0.998 0.218 -1.561 0.02
H 0.540 0.356 -0.113 0.01
```

Computed properties:
Charge   0
F_max   2.56 eV/Å
SMILES string   CC1(C)CCCC(C)(C)N1O.CC1(C)CCCC(C)(C)N1O.CC1(C)CCCC(C)(C)N1O.CC1(C)CCCC(C)(C)N1O.CC1(C)CCCC(C)(C)N1O.CC1(C)CCCC(C)(C)N1O.O

=====

(2)
Below is C3H6N2S in the gas phase in a non-equilibrium geometry, with properties calculated with ωB97M-V with the def2-TZVPD basis set.

Geometry as XYZ:
```
12
Properties=species:S:1:pos:R:3:nbo_charge:R:1
S 2.036 0.027 -0.104 0.15
N 0.270 0.066 0.052 -0.61
C -0.474 -1.177 0.040 0.25
N -1.762 -0.986 -0.143 -0.46
C -2.040 0.487 0.064 -0.27
C -0.576 1.303 0.043 -0.25
H 2.244 -0.657 1.413 0.13
H -0.078 -2.108 0.034 0.20
H -2.659 0.498 1.033 0.23
H -2.539 0.911 -1.035 0.21
H -0.538 1.987 0.893 0.20
H -0.013 1.700 -0.914 0.21
```

Computed properties:
Charge   0
F_max   7.58 eV/Å
SMILES string   SN1C=NCC1

=====

(3)
Below is a 6-piece molecular cluster, C36H65N9O4P3 overall in a non-equilibrium geometry, with properties calculated with ωB97M-V with the def2-TZVPD basis set.

Geometry as XYZ:
```
117
Properties=species:S:1:pos:R:3:lowdin_charge:R:1
C 0.137 1.028 -5.760 -0.18
C 1.166 0.063 -5.147 -0.47
P 0.471 -1.020 -3.833 0.99
C 1.689 -2.394 -3.805 -0.24
N 0.787 -0.152 -2.279 -0.24
C 0.783 -0.823 -1.144 -0.46
N 0.432 -2.143 -1.144 -0.08
C -0.916 -2.554 -1.559 -0.16
C -2.061 -1.639 -1.121 -0.14
C -3.128 -1.579 -2.200 -0.26
O -3.546 -2.888 -2.488 -0.19
C -4.269 -2.965 -3.712 -0.08
C 1.321 -3.173 -0.597 -0.13
C 0.867 -4.024 0.610 -0.38
C 1.317 -5.470 0.308 -0.06
C 1.471 -3.607 1.959 -0.06
N 1.115 -0.149 0.038 -0.12
C 0.270 -0.563 1.194 -0.17
C 0.813 -0.159 2.562 -0.17
C -0.265 -0.399 3.618 -0.24
O 0.075 0.356 4.764 -0.20
C -0.960 0.207 5.738 -0.08
P 2.810 -0.042 0.368 0.70
O 3.208 1.277 0.876 -0.37
P 1.035 1.665 -2.527 0.88
N 2.623 1.809 -1.962 -0.15
O 0.216 2.388 -1.334 -0.25
H 0.417 2.057 -5.561 0.05
H -0.875 0.830 -5.419 0.05
H 0.152 0.912 -6.842 0.07
H 2.082 0.565 -4.840 0.06
H 1.468 -0.667 -5.901 0.07
H 2.157 -2.500 -4.778 0.05
H 2.434 -2.288 -3.019 0.04
H 1.133 -3.310 -3.607 0.03
H -1.089 -3.556 -1.178 0.13
H -0.977 -2.657 -2.646 0.07
H -1.746 -0.610 -0.939 0.10
H -2.525 -2.013 -0.208 0.13
H -3.959 -0.962 -1.840 0.13
H -2.728 -1.094 -3.099 0.11
H -3.566 -3.063 -4.541 0.09
H -4.844 -2.047 -3.848 0.07
H -4.947 -3.809 -3.673 0.10
H 2.302 -2.750 -0.371 0.11
H 1.499 -3.870 -1.418 0.11
H -0.219 -4.054 0.703 0.13
H 2.346 -5.427 -0.061 0.07
H 0.702 -5.908 -0.474 0.09
H 1.334 -6.093 1.195 0.08
H 1.472 -4.472 2.621 0.08
H 0.898 -2.850 2.486 0.04
H 2.514 -3.303 1.861 0.08
H -0.701 -0.082 1.083 0.12
H 0.118 -1.637 1.202 0.09
H 1.656 -0.785 2.848 0.10
H 1.134 0.881 2.566 0.09
H -1.271 -0.171 3.250 0.13
H -0.219 -1.459 3.896 0.12
H -1.888 0.639 5.356 0.09
H -1.138 -0.851 5.932 0.09
H -0.656 0.717 6.644 0.09
H 3.113 -1.078 1.257 0.03
H 3.370 -0.344 -0.879 0.03
H 3.116 2.280 -2.716 0.05
H 2.657 2.436 -1.155 0.05
H -0.711 2.380 -1.598 0.06
N -0.437 3.109 3.073 0.02
C -1.106 4.215 3.523 -0.14
C -0.848 5.244 2.660 -0.09
C 0.006 4.738 1.642 -0.09
C 0.244 3.420 1.924 -0.15
H -0.434 2.206 3.514 0.10
H -1.700 4.175 4.420 0.11
H -1.226 6.249 2.747 0.10
H 0.402 5.284 0.802 0.08
H 0.838 2.684 1.407 0.07
N 4.908 -7.034 0.877 -0.01
C 5.356 -8.137 1.554 -0.14
C 5.657 -9.100 0.631 -0.10
C 5.384 -8.558 -0.655 -0.11
C 4.924 -7.283 -0.470 -0.16
H 4.615 -6.177 1.304 0.13
H 5.422 -8.141 2.628 0.11
H 6.034 -10.085 0.850 0.09
H 5.512 -9.050 -1.604 0.09
H 4.611 -6.535 -1.179 0.10
N 1.451 3.862 6.004 0.00
C 1.319 4.215 7.320 -0.15
C 2.122 5.301 7.543 -0.11
C 2.759 5.616 6.312 -0.11
C 2.323 4.711 5.382 -0.14
H 0.980 3.097 5.558 0.11
H 0.668 3.669 7.981 0.10
H 2.238 5.815 8.482 0.09
H 3.457 6.417 6.131 0.09
H 2.554 4.599 4.336 0.11
N 0.094 9.144 -2.600 0.00
C 0.093 7.795 -2.821 -0.15
C 0.598 7.189 -1.702 -0.13
C 0.915 8.214 -0.769 -0.11
C 0.591 9.409 -1.353 -0.13
H -0.220 9.837 -3.253 0.15
H -0.266 7.386 -3.750 0.10
H 0.727 6.128 -1.565 0.07
H 1.332 8.088 0.216 0.09
H 0.671 10.418 -0.990 0.11
N -9.319 0.109 -2.734 0.01
C -8.390 -0.315 -1.827 -0.14
C -7.446 -1.039 -2.504 -0.12
C -7.822 -1.048 -3.876 -0.12
C -8.982 -0.329 -3.984 -0.14
H -10.130 0.658 -2.516 0.15
H -8.481 -0.071 -0.783 0.11
H -6.582 -1.512 -2.066 0.07
H -7.304 -1.527 -4.690 0.08
H -9.593 -0.096 -4.838 0.11
```

Computed properties:
Charge   +1
F_max   1.77 eV/Å

=====

(4)
Below is an isolated ion of composition C7H10N and charge +1 in a non-equilibrium geometry, with properties calculated with ωB97M-V with the def2-TZVPD basis set.

Geometry as XYZ:
```
18
Properties=species:S:1:pos:R:3:nbo_charge:R:1
C -2.735 0.451 -0.067 -0.60
C -1.859 -0.713 0.101 -0.47
C -0.429 -0.374 -0.180 0.21
C 0.873 -1.133 -0.410 -0.25
C 1.580 0.117 -0.126 -0.01
N 3.045 0.443 -0.167 -0.68
C 0.352 0.748 0.346 -0.24
C 0.892 -0.608 1.137 -0.10
H -2.591 1.124 0.756 0.21
H -3.770 0.121 -0.082 0.24
H -2.607 1.209 -1.066 0.22
H -2.134 -1.436 -0.551 0.23
H -1.869 -1.210 1.010 0.25
H 1.130 -2.123 -0.838 0.29
H 3.500 -0.417 -0.525 0.47
H 3.438 0.623 0.755 0.45
H 3.132 1.419 -0.679 0.48
H 0.053 1.760 0.588 0.28
```

Computed properties:
Charge   +1
F_max   3.95 eV/Å
SMILES string   CC[C@@]12[C@H]3[C@]4([NH3+])[C@@H]1[C@@]342

=====

Record-wise DFT total energy values, in eV: -81144.2600 -17019.6840 -87846.5627 -8897.8334
Record-wise HOMO-LUMO gap values, in eV: 8.16 8.40 5.99 9.79